# 1
The following is a quantum chemistry calculation of a cluster of 2 separate species, ClH3S in total, from OMol25.

Cartesian coordinates (Å):
Cl -1.887167 -0.072442 -0.009190
S 1.919698 0.096064 -0.008716
H 0.723824 -0.392112 0.352899
H -1.832180 1.208491 0.032732
H 2.475023 -1.121884 -0.089936

Cartesian forces (eV/Å) of the 3 atoms listed first:
Cl -0.1 0.1 0.0
S 0.0 -0.1 0.0
H 0.1 0.0 0.0

Computed properties:
Orbital gap, eV: 10.4



# 2
The following is a quantum chemistry calculation of a cluster of 25 separate species, ClH48O24 in total in a non-equilibrium geometry, from OMol25.

Cartesian coordinates (Å):
Cl -0.082073 -0.242411 0.085676
O -2.801025 0.239311 1.872926
O -3.522523 -2.007350 3.350783
O -2.060103 -2.629737 -0.190393
O 2.985525 0.043422 0.867850
O -2.348228 2.787725 3.107828
O 1.649207 -0.307672 -2.841333
O -2.035947 -0.133703 -3.585873
O -0.728138 -2.761243 -3.218543
O 3.687413 1.173732 -1.657415
O -1.945319 3.061263 -2.830346
O 0.066317 1.427009 -4.804312
O -3.999131 3.507272 0.536442
O -4.501580 -2.945010 0.845616
O 3.162384 1.944081 3.139992
O 2.999041 3.666419 0.553177
O 2.238606 -3.384545 -1.037493
O 4.119409 -1.987902 -2.301699
O -2.172593 -4.779466 1.666340
O 4.422561 -1.106968 2.942580
O 2.327994 -4.027398 1.993292
O 0.645363 0.776857 3.423557
O -1.510819 2.816128 -0.285745
O -3.493005 0.522701 -0.856516
O 0.631816 4.800193 -0.055771
H -3.738746 -2.996795 0.269744
H -3.124832 0.499117 1.010446
H 5.152130 -1.023003 2.328643
H -4.133440 -2.898139 1.727951
H 3.669553 -1.322687 2.392419
H 3.170657 3.049983 1.265069
H 1.286579 4.125307 0.123223
H 3.982419 1.588943 3.482996
H 3.330242 -2.417222 -1.971367
H -3.445503 -1.178416 2.878379
H 3.754093 3.577659 -0.028401
H 3.254323 -4.263599 1.944556
H 1.117638 -0.222327 -2.049893
H -1.834085 -2.612101 -1.120352
H 1.544878 -3.994502 -1.288345
H -1.069121 1.991057 -0.084777
H 3.793001 -1.287729 -2.866897
H 1.100873 5.460260 -0.566202
H 3.367228 0.781891 -0.844902
H -1.604400 -1.874676 0.181696
H -1.873676 -1.062310 -3.751972
H 4.558171 1.504753 -1.437367
H -0.307586 -3.413955 -2.658776
H -3.547602 4.316162 0.777375
H 2.249412 0.437256 -2.808793
H -4.409536 0.409669 -1.108369
H 2.052171 0.123340 0.671141
H -0.741565 1.043142 -4.463443
H -1.954372 2.863209 -1.893902
H 1.932118 -2.996386 -0.217968
H -3.002878 0.006300 -1.496312
H 1.440451 1.309787 3.429549
H 1.863266 -4.859869 1.908102
H -2.571881 1.882580 2.891228
H -1.901373 -0.047050 1.715239
H -2.927350 -5.281282 1.358516
H -2.409243 3.255853 2.275145
H 3.077255 2.799987 3.560002
H -2.781651 0.083426 -4.145353
H -2.150537 -4.007758 1.100464
H -1.482029 2.323620 -3.227178
H -0.036739 -2.476197 -3.815989
H -3.305890 2.933461 0.210266
H 0.765618 0.920146 -4.391639
H -0.905909 3.492568 0.018800
H -2.732101 -2.051263 3.888864
H 3.146295 0.704361 1.541312
H 0.648522 0.350721 2.566455

Cartesian forces (eV/Å) of the 3 atoms listed first:
Cl 0.2 0.2 0.1
O -0.2 0.0 1.0
O -0.3 -0.7 0.4

Computed properties:
Net charge: -1
Orbital gap, eV: 9.1



# 3
The following is a quantum chemistry calculation of a structure of composition ClH4NSi in a non-equilibrium geometry, from OMol25.

Cartesian coordinates (Å):
Cl 0.930962 -0.003179 -2.506926
Si 0.742475 -0.252883 -0.548659
N -0.951120 -0.000034 -0.339331
H 1.207143 -1.584442 -0.374864
H -1.317707 0.017832 0.559036
H 1.460236 0.862257 0.661996
H -1.385311 0.749599 -0.857188

Cartesian forces (eV/Å) of the 3 atoms listed first:
Cl 0.6 0.7 -1.5
Si -0.4 2.5 2.9
N 0.6 -0.2 -1.4

Computed properties:
Orbital gap, eV: 10.7



# 4
The following is a quantum chemistry calculation of a structure of composition ClH52NiO26 in a non-equilibrium geometry, from OMol25.

Cartesian coordinates (Å):
Ni -0.022605 -0.062070 0.449538
Cl 2.299085 0.672040 0.508358
O 0.108525 -1.267020 -1.205582
O -3.576445 1.906500 -1.165582
O 2.932915 3.331380 -1.346372
O -0.465285 1.083710 2.149898
O 0.416285 3.939270 3.210858
O 2.542005 -1.012220 -3.028472
O -3.307925 -0.122930 -3.063022
O -2.353745 4.182200 -1.087302
O 1.935085 -2.266780 3.760618
O -4.829935 0.577100 0.626078
O -0.694045 -3.914370 -1.274122
O 4.520265 0.668090 -2.013792
O -2.072045 0.174360 4.317128
O -3.041905 -2.804010 -1.024772
O 0.523985 -1.702140 1.591928
O 0.561595 2.502150 -3.892192
O -0.723025 -4.292600 1.497928
O 2.157105 -3.203240 -1.268262
O 2.995225 3.188400 2.759118
O -3.759605 -1.819390 2.520728
O -2.000005 -0.812640 0.514228
O 4.494395 -2.176320 -0.508322
O -0.818465 1.471290 -0.750852
O -0.156285 0.036540 -3.821232
O 0.405865 3.953150 -1.573892
O 5.292995 1.232310 1.964738
H -0.536085 2.080890 -1.432672
H -2.998675 0.412490 4.287698
H -3.428495 -1.053910 -2.875992
H -4.327305 1.727800 -0.599442
H 1.404535 2.544120 -4.343762
H 1.313345 3.606950 3.177978
H -3.523805 1.144230 -1.742122
H -2.387865 4.635690 -1.929572
H -2.217565 -3.260940 -1.191812
H -0.345925 -5.171380 1.455958
H 0.159575 -2.547010 1.328048
H 3.016715 2.319420 2.358308
H -2.500735 -0.971960 1.314298
H -3.648145 -3.493740 -0.754612
H -5.486905 -0.109630 0.511958
H 4.003125 0.658590 -1.208372
H -0.727155 0.690190 2.982238
H -0.585095 -4.205360 -0.368752
H -0.017995 0.982190 -3.874682
H 4.867935 1.113950 2.814178
H 2.038815 3.672460 -1.368512
H 2.750385 -1.777230 3.869498
H 0.987835 -1.885480 2.408908
H -0.519715 2.027050 2.302788
H 3.877625 -1.655140 0.005688
H -2.772195 3.337310 -1.252512
H 2.779465 -1.215180 -2.123682
H 2.880365 2.556450 -0.786942
H 2.036225 -1.770860 -3.319802
H 3.938835 0.295640 -2.676712
H 3.683875 3.163360 3.423468
H -0.277075 -4.598490 -1.797902
H -1.766315 1.593480 -0.697242
H -2.481685 -1.280970 -0.167602
H 1.545795 -2.282170 4.634948
H 4.635765 0.954470 1.326718
H -0.258825 4.105870 -0.902252
H 0.165365 -2.219920 -1.276162
H 0.426465 -0.329220 -4.486712
H -4.288895 -1.136500 2.932738
H -1.976445 -0.317490 5.132718
H 1.845845 -3.580540 -2.091052
H 3.949375 -2.829930 -0.946482
H -3.174205 -2.121130 3.215338
H -1.551505 -4.408930 1.963028
H -2.563515 -0.093320 -3.664022
H 2.218245 -3.948350 -0.670512
H 0.627365 3.159600 -3.199612
H 0.414325 4.758790 -2.090722
H -4.575275 0.515000 1.546688
H 0.110875 3.719060 4.090888
H -0.104685 -0.973060 -2.091222

Cartesian forces (eV/Å) of the 3 atoms listed first:
Ni 0.5 0.5 -0.1
Cl -0.5 -0.3 0.1
O -0.1 0.1 0.2

Computed properties:
Net charge: +1
Orbital gap, eV: 7.5
Multiplicity: 3



| no. | E (eV) |
| --- | --- |
| 1 | -23406.2915 |
| 2 | -62448.1385 |
| 3 | -21956.0391 |
| 4 | -107643.6201 |